The following is a DFT calculation (wB97M-V/def2-TZVPD) of an isolated molecule of C2H4BFO.

Atoms and positions in Å:
B -1.17 0.47 -0.47
C 1.02 -0.89 -0.02
C 0.21 0.35 0.12
O 2.23 -0.96 0.05
F 1.07 1.39 0.12
H -1.93 -0.40 -0.33
H -1.48 1.60 -0.63
H 0.41 -1.74 0.03
H -0.35 0.18 1.13

Results
- Kohn-Sham gap (eV) = 10.16
- structure (SMILES) = B[C@H](F)C=O